Record 1
Here is C4H5NO in the gas phase in a non-equilibrium geometry from OMol25. Energies are from ωB97M-V/def2-TZVPD.

The geometry in XYZ format:
```
11
Properties=species:S:1:pos:R:3:mulliken_charge:R:1
O 2.246 -0.552 0.866 -0.597
N 0.412 -1.579 0.030 -0.369
C 1.139 -0.477 0.365 0.616
C -2.027 0.865 -0.597 -0.250
C 0.454 0.910 0.161 -0.480
C -0.957 0.942 -0.008 -0.316
H 0.899 -2.466 0.026 0.236
H 1.026 1.655 0.701 0.401
H -0.443 -1.503 -0.496 0.217
H -3.049 0.773 -0.329 0.293
H 0.171 1.546 -0.810 0.248
```

- HOMO energy (Ha) = -0.3550
- SMILES = C#CCC(N)=O
- Kohn-Sham gap (eV) = 10.279
- E_LUMO (Ha) = 0.023
- electronic energy (a.u.) = -285.296167

Record 2
Here is C4H5NO in the gas phase in a non-equilibrium geometry from OMol25. Energies are from ωB97M-V/def2-TZVPD.

The geometry in XYZ format:
```
11
Properties=species:S:1:pos:R:3:mulliken_charge:R:1
O 1.276 -0.857 0.452 -0.526
N -1.516 0.418 2.434 -0.377
C -0.793 -0.081 1.679 0.030
C -0.107 -0.777 0.572 0.160
C -0.355 0.050 -0.817 -0.555
C 0.488 1.092 -0.884 -0.402
H 0.442 1.863 -1.639 0.285
H 0.933 -1.000 -0.646 0.452
H -1.183 -0.051 -1.513 0.327
H 1.237 1.210 -0.100 0.265
H -0.450 -1.815 0.566 0.342
```

- HOMO energy (Ha) = -0.3803
- SMILES = C=C[C@@H](O)C#N
- Kohn-Sham gap (eV) = 10.434
- E_LUMO (Ha) = 0.003
- electronic energy (a.u.) = -285.273761

Record 3
Here is C4H5NO in the gas phase in a non-equilibrium geometry from OMol25. Energies are from ωB97M-V/def2-TZVPD.

The geometry in XYZ format:
```
11
Properties=species:S:1:pos:R:3:mulliken_charge:R:1
O -1.419 -0.675 1.334 -0.371
N -0.375 -2.027 0.550 -0.287
C 0.627 -1.412 0.323 -0.100
C 0.330 0.335 -1.238 -1.112
C 0.482 0.269 0.292 0.186
C -0.736 0.312 1.161 -0.082
H 1.161 1.108 0.612 0.345
H 1.231 -0.138 -1.645 0.296
H -0.527 -0.262 -1.552 0.346
H 0.246 1.344 -1.633 0.363
H -1.020 1.145 1.797 0.417
```

- HOMO energy (Ha) = -0.3524
- SMILES = C[C@H](C#N)C=O
- Kohn-Sham gap (eV) = 9.340
- E_LUMO (Ha) = -0.009
- electronic energy (a.u.) = -285.263575

Record 4
Here is C4H5NO in the gas phase in a non-equilibrium geometry from OMol25. Energies are from ωB97M-V/def2-TZVPD.

The geometry in XYZ format:
```
11
Properties=species:S:1:pos:R:3:mulliken_charge:R:1
O -0.580 1.268 -1.750 -0.481
N 0.834 -0.211 -0.542 -0.114
C -1.089 0.309 0.460 -0.384
C -0.404 -0.553 1.301 -0.400
C 0.815 -0.872 0.664 -0.520
C -0.308 0.545 -0.631 0.258
H 0.255 1.349 -2.231 0.308
H -2.061 0.795 0.639 0.372
H -0.806 -1.041 2.234 0.308
H 1.735 -0.027 -1.015 0.252
H 1.608 -1.561 0.872 0.400
```

- HOMO energy (Ha) = -0.2801
- SMILES = Oc1ccc[nH]1
- Kohn-Sham gap (eV) = 8.224
- E_LUMO (Ha) = 0.022
- electronic energy (a.u.) = -285.387911

Record 5
Here is C4H5NO in the gas phase from OMol25. Energies are from ωB97M-V/def2-TZVPD.

The geometry in XYZ format:
```
11
Properties=species:S:1:pos:R:3:mulliken_charge:R:1
O -1.698 1.005 0.891 -0.509
N 1.236 -0.762 0.186 -0.313
C -0.793 0.424 0.358 0.363
C -0.020 0.816 -0.931 -0.288
C -0.160 -0.923 0.702 -0.515
C 0.746 -0.474 -1.138 -0.260
H -0.667 -1.630 0.020 0.331
H -0.217 -1.313 1.719 0.342
H -0.690 1.128 -1.736 0.315
H 0.690 1.629 -0.713 0.271
H 1.573 0.101 0.642 0.263
```

- HOMO energy (Ha) = -0.3221
- Kohn-Sham gap (eV) = 8.263
- E_LUMO (Ha) = -0.018
- electronic energy (a.u.) = -285.250796

Record 6
Here is C4H5NO in the gas phase in a non-equilibrium geometry from OMol25. Energies are from ωB97M-V/def2-TZVPD.

The geometry in XYZ format:
```
11
Properties=species:S:1:pos:R:3:mulliken_charge:R:1
O 0.820 1.528 0.587 -0.433
N 0.377 -2.615 -1.195 -0.378
C 0.083 -1.495 -1.160 0.280
C -0.202 0.671 0.205 0.011
C 0.597 0.351 1.371 -0.325
C -0.369 -0.097 -1.091 -0.400
H -1.203 1.080 0.472 0.234
H -0.164 0.439 -2.026 0.339
H -1.435 0.014 -0.829 0.190
H 0.076 0.480 2.317 0.213
H 1.420 -0.355 1.349 0.268
```

- HOMO energy (Ha) = -0.3999
- SMILES = N#CC[C@H]1CO1
- Kohn-Sham gap (eV) = 11.617
- E_LUMO (Ha) = 0.027
- electronic energy (a.u.) = -285.320981

Record 7
Here is C4H5NO in the gas phase in a non-equilibrium geometry from OMol25. Energies are from ωB97M-V/def2-TZVPD.

The geometry in XYZ format:
```
11
Properties=species:S:1:pos:R:3:mulliken_charge:R:1
O -0.731 1.564 -0.332 -0.436
N 3.339 -0.254 -0.034 -0.537
C -0.589 0.270 0.096 0.622
C 2.147 0.012 0.076 0.643
C -1.624 -0.740 0.085 -1.122
C 0.903 -0.160 0.143 -0.751
H -1.407 -1.634 -0.494 0.283
H -1.990 -0.965 1.065 0.308
H -1.640 1.982 -0.171 0.349
H 4.162 0.315 -0.046 0.264
H -2.568 -0.388 -0.387 0.377
```

- HOMO energy (alpha / beta) (Ha) = -0.2944 / -0.2945
- SMILES = CC(O)=C=C=N
- Kohn-Sham gap (alpha / beta) (eV) = 7.949 / 7.953
- E_LUMO (alpha / beta) (Ha) = -0.002 / -0.002
- electronic energy (a.u.) = -285.261922

Record 8
Here is C4H5NO in the gas phase from OMol25. Energies are from ωB97M-V/def2-TZVPD.

The geometry in XYZ format:
```
11
Properties=species:S:1:pos:R:3:mulliken_charge:R:1
O 1.859 -1.570 0.582 -0.569
N 2.522 0.345 -0.428 -0.371
C 1.589 -0.474 0.126 0.221
C -0.994 0.117 0.132 0.610
C 0.207 0.010 0.114 0.030
C -2.454 0.093 0.163 -1.233
H -2.791 -0.390 1.086 0.295
H 2.311 1.275 -0.750 0.217
H -2.904 1.087 0.104 0.302
H -2.819 -0.503 -0.680 0.273
H 3.473 0.010 -0.449 0.225
```

- HOMO energy (Ha) = -0.3615
- SMILES = CC#CC(N)=O
- Kohn-Sham gap (eV) = 10.721
- E_LUMO (Ha) = 0.033
- electronic energy (a.u.) = -285.370188

- Which value of electronic energy does entry 8 give?
  -285.370188 a.u.

- What is the electronic energy in the seventh record?
  -285.261922 a.u.